# C5H5N

C5H5N in the gas phase at a distorted geometry (the ωB97M-V functional and the def2-TZVPD basis, OMol25).

Geometry as XYZ:
```
11
Properties=species:S:1:pos:R:3:forces:R:3
N -0.909166 1.391778 -1.224894 -0.995 0.734 0.643
C 0.777605 -0.881659 0.989360 -0.345 1.392 0.370
C -0.592514 0.936078 -2.348191 -0.444 -2.994 -0.499
C -0.289678 1.143321 -0.022612 1.014 1.892 0.146
C 0.443455 0.134383 0.322536 0.613 -1.432 -0.499
C 0.723412 -1.565006 2.079766 0.058 -4.417 0.155
H 0.655006 -2.713035 1.924789 0.267 1.876 0.780
H 0.680670 -1.183670 3.092576 0.152 0.195 -0.189
H 0.185586 0.185801 -2.619808 0.736 0.939 0.833
H -0.282043 1.820361 0.862080 -0.792 0.393 -1.274
H -1.392333 0.731646 -3.055601 -0.264 1.423 -0.465
```
Forces are in eV/Å.

As for the total energy: -248.09538 hartree. As for the SMILES: C=C=C=CN=C. As for the LUMO energy: -0.24 eV. Its orbital gap is 8.386 eV. The energy above the lowest of the compared OMol25 structures with the same formula, charge and spin is 471.7 kJ/mol.

natural (NBO) population analysis, charges in e, atoms 1 to 6: -0.40 -0.03 -0.03 -0.07 -0.02 -0.41

# C8H7Br6NO2

A molecular structure, C8H7Br6NO2 at a distorted geometry (the ωB97M-V functional and the def2-TZVPD basis, OMol25).

Geometry as XYZ:
```
24
Properties=species:S:1:pos:R:3:forces:R:3
Br 6.418940 -10.339810 -4.447670 0.941 0.330 -1.098
Br 8.908150 -8.294800 -4.974930 -1.003 -0.957 -0.746
Br 10.948840 -15.147530 -8.066370 0.603 1.017 1.110
Br 8.906310 -11.141380 -6.567250 -1.323 1.131 0.587
Br 13.337680 -13.644950 -6.157230 -1.099 -0.146 -0.701
Br 10.900160 -15.117780 -4.840260 -0.162 0.644 -0.735
O 13.730210 -7.161460 -11.425190 -1.078 -2.360 0.395
O 12.611440 -8.691940 -12.500530 0.578 0.061 0.548
N 13.067850 -8.230700 -11.463300 0.125 2.244 -1.139
C 11.813670 -10.916300 -9.145510 1.106 2.061 1.332
C 12.834670 -8.265120 -9.011290 -0.046 0.458 -0.619
C 12.105650 -10.225480 -10.311790 0.858 1.180 0.287
C 12.674450 -8.893620 -10.234740 -0.674 -2.015 0.989
C 7.705040 -9.678880 -5.811440 1.048 -0.386 0.992
C 12.456660 -8.892840 -7.830300 0.217 -1.263 -0.503
C 12.088000 -10.236470 -7.884780 -0.535 -0.570 -1.380
C 11.410580 -14.069490 -6.428370 0.586 -1.111 0.180
H 10.870600 -13.124870 -6.493290 0.081 -0.370 0.157
H 11.457050 -11.934820 -9.188260 0.059 -0.052 0.122
H 12.054330 -10.797000 -6.962240 -0.396 -0.022 0.095
H 7.149450 -9.239460 -6.639900 0.259 -0.128 0.249
H 12.033580 -10.716940 -11.270790 -0.183 0.184 -0.078
H 12.553040 -8.384970 -6.882050 0.134 -0.048 0.023
H 13.278450 -7.280740 -8.989850 -0.096 0.118 -0.067
```
Forces are in eV/Å.

As for the total energy: -15958.21494 hartree. As for the LUMO energy: -1.04 eV. Its orbital gap is 8.947 eV. The energy above the lowest of the compared OMol25 structures with the same formula, charge and spin is 92.6 kJ/mol.

natural (NBO) population analysis, charges in e, atoms 1 to 6: 0.10 0.07 0.07 0.03 0.08 0.09

# C4H11NO2

2 unconnected molecules or ions with the total composition C4H11NO2 at a distorted geometry (the ωB97M-V functional and the def2-TZVPD basis, OMol25).

Geometry as XYZ:
```
18
Properties=species:S:1:pos:R:3:forces:R:3
O -0.028207 1.746549 -2.002857 0.140 -0.312 -0.412
O -0.452001 -0.934416 -2.055740 -0.305 -0.071 0.160
N -0.742215 -0.068687 0.038179 -1.157 1.258 -1.086
C 0.148432 -2.280875 -0.166140 -1.289 -1.489 -0.248
C 0.849365 1.309003 1.346121 -1.348 -1.512 -0.850
C -0.387384 0.341091 1.390218 0.728 0.637 -0.161
C -0.390462 -1.054153 -0.836710 1.249 0.458 1.635
H 0.027217 0.805317 -2.306656 -0.260 0.583 0.244
H -0.403979 2.214849 -2.754486 0.041 0.051 0.030
H 0.501276 2.279501 1.045588 -0.001 0.748 0.585
H 0.408249 -3.005334 -0.987613 0.205 0.654 1.235
H -1.013329 0.787173 -0.460380 0.074 -0.589 -0.109
H 0.867258 -2.115270 0.647126 0.281 0.099 -0.760
H 1.328983 1.182361 2.295295 0.627 0.738 0.369
H -0.722779 -2.693425 0.399662 0.471 -0.051 -0.498
H -1.233622 0.899747 1.800293 -0.061 -0.123 -0.164
H 1.466313 1.030206 0.495908 0.452 -0.382 0.276
H -0.223112 -0.443643 2.112188 0.151 -0.697 -0.244
```
Forces are in eV/Å.

As for the total energy: -364.24483 hartree. As for the SMILES: CCNC(C)=O.O. As for the LUMO energy: 0.90 eV. Its orbital gap is 10.457 eV. The energy above the lowest of the compared OMol25 structures with the same formula, charge and spin is 61.3 kJ/mol.

natural (NBO) population analysis, charges in e, atoms 1 to 6: -0.99 -0.66 -0.63 -0.73 -0.63 -0.21